This record from OMol25 describes a 2-piece molecular cluster, C4H10N2 overall. The level of theory is ωB97M-V/def2-TZVPD.

Results
- Lowest unoccupied orbital energy: 1.09 eV
- SMILES: C=CN.C=NC
- Energy above the lowest of the compared OMol25 structures with the same formula, charge and spin: 264.4 kJ/mol

Geometry as XYZ:
```
16
Properties=species:S:1:pos:R:3:forces:R:3
H 4.17074 -0.31860 -0.90543 0.72 -0.13 0.74
N -1.71203 0.18856 0.26627 0.41 0.42 0.16
H -0.44567 0.86403 -1.25400 0.48 -0.18 0.52
H -3.12496 -1.08398 1.12673 -0.07 0.26 0.49
C -3.09164 -0.19293 0.50599 0.19 -0.52 -0.77
H 0.39092 -0.40232 0.41859 -0.42 0.32 1.46
H 3.52678 1.21729 -0.07378 -0.10 0.07 -0.25
C 3.49162 0.14391 -0.20237 -0.13 -0.47 -0.59
N 1.21517 0.14034 0.58576 3.16 -0.96 -0.80
C -1.38362 0.44550 -0.92173 -1.33 0.02 -0.76
H -3.58303 -0.47994 -0.42445 -0.19 0.07 -0.30
H 2.36494 -1.62891 0.16283 0.02 -0.03 -0.59
H -3.64167 0.65312 0.90964 0.07 -0.12 0.42
H -2.12425 0.30753 -1.72827 0.08 0.05 0.01
C 2.41826 -0.54576 0.17021 -1.23 0.99 -0.29
H 1.52845 0.69214 1.36402 -1.66 0.20 0.54
```
Positions in Å, forces in eV/Å.

=====

This record from OMol25 describes a 2-piece molecular cluster, C4H10N2 overall. The level of theory is ωB97M-V/def2-TZVPD.

Results
- Lowest unoccupied orbital energy: 0.93 eV
- Energy above the lowest of the compared OMol25 structures with the same formula, charge and spin: 452.6 kJ/mol

Geometry as XYZ:
```
16
Properties=species:S:1:pos:R:3:forces:R:3
H -2.44442 -0.64394 -1.16378 0.79 0.87 0.75
H 2.30978 1.41262 -0.47409 0.15 -0.20 1.15
H 1.91279 -2.02292 -0.66229 -0.33 -0.64 1.20
C 1.26679 -1.15708 -0.62033 -2.28 0.60 -0.77
C 1.95950 1.02549 0.52054 -0.46 -2.34 -5.07
H 0.13339 -1.30171 -0.70703 1.63 -0.94 -0.05
H -0.72310 1.02436 -1.00621 0.72 0.29 -1.65
H -2.70831 -0.07526 1.57297 0.32 -0.01 -1.06
H 1.93988 1.66979 1.29146 -0.06 1.90 2.73
H 1.53505 -0.76003 -1.56352 0.23 1.20 -1.12
N -2.88447 -0.55733 0.67205 -2.82 -2.44 2.73
C 1.33298 -0.15897 0.46509 1.77 0.61 1.82
C -1.36298 0.84335 -0.21088 1.72 1.53 1.01
H -0.97772 1.31822 0.75579 -1.39 -1.12 -1.30
N -2.19152 -0.14797 -0.27622 0.29 1.03 -0.55
H 0.90235 -0.46861 1.40647 -0.27 -0.33 0.19
```
Positions in Å, forces in eV/Å.

=====

This record from OMol25 describes a 2-piece molecular cluster, C4H10N2 overall. The level of theory is ωB97M-V/def2-TZVPD.

Results
- Multiplicity: 2
- Net charge: +1
- Expectation value of S²: 0.75
- Lowest unoccupied orbital energy (spin up / spin down): -5.74 / -6.55 eV
- Energy above the lowest of the compared OMol25 structures with the same formula, charge and spin: 305.4 kJ/mol

Geometry as XYZ:
```
16
Properties=species:S:1:pos:R:3:forces:R:3
H -1.70068 -0.86028 -1.42632 -0.50 0.52 -0.14
C 0.17082 0.20203 1.64538 1.50 1.47 -0.13
H -0.62861 -1.56064 2.73089 0.69 -0.18 -0.19
C -0.73547 -0.80831 1.96106 -1.93 -0.67 0.53
H 0.99950 -0.01112 0.95940 0.26 -0.26 0.43
N -0.81075 -0.97977 -1.87371 0.03 -0.56 1.03
H 0.68278 2.07761 1.44872 0.43 0.43 0.35
N 0.12736 1.46128 2.02454 -1.24 -1.14 -1.80
H 1.98975 0.89247 -2.09666 0.03 -0.04 0.26
C 0.09805 0.08307 -1.68106 0.84 -0.59 -0.02
H 1.65268 -0.71141 -2.88700 -0.04 -0.42 0.04
H -1.75761 -0.74905 1.58737 0.10 0.27 0.02
H -0.47133 -1.84666 -1.44839 0.22 0.18 -0.69
H -0.17011 0.93271 -1.05606 -0.42 0.09 -0.26
H -0.77732 1.83900 2.29987 0.27 0.06 0.74
C 1.33093 0.03906 -2.18802 -0.24 0.86 -0.16
```
Positions in Å, forces in eV/Å.

=====

This record from OMol25 describes a 2-piece molecular cluster, C4H10N2O overall. The level of theory is ωB97M-V/def2-TZVPD.

Results
- Multiplicity: 2
- Net charge: -1
- Expectation value of S²: 0.76
- Lowest unoccupied orbital energy (spin up / spin down): 4.11 / 2.61 eV
- Energy above the lowest of the compared OMol25 structures with the same formula, charge and spin: 151.0 kJ/mol

Geometry as XYZ:
```
17
Properties=species:S:1:pos:R:3:forces:R:3
H 3.69997 0.71314 -0.02618 -0.15 0.58 0.43
C 3.86617 -0.30775 0.30364 0.34 -0.05 -1.45
C -2.13728 0.65018 -0.07147 1.59 -0.57 -0.92
C 2.58743 -1.07212 0.17904 -0.52 0.06 0.28
H -2.31348 2.39351 -1.10902 0.39 -0.13 -0.02
H -4.06296 0.52152 0.00496 -0.39 -0.55 0.20
H -1.27721 0.48313 0.60118 -0.43 0.10 0.26
H 4.67150 -0.59186 -0.40792 -0.14 -0.45 0.09
H 1.69156 0.52249 -0.65326 -0.96 0.35 -0.09
H -3.41132 -0.12453 1.33763 0.07 0.03 -0.01
O 0.26478 -1.02447 -0.37059 -0.49 0.49 -0.19
C 1.40273 -0.49431 -0.27559 2.32 -1.18 0.36
H 4.35763 -0.34326 1.26430 -0.03 0.23 0.67
H -1.65591 0.22152 -0.98071 -0.80 0.17 0.28
N -3.32911 -0.11203 0.32556 -0.04 0.77 -0.14
N -2.44830 2.04759 -0.15818 -0.52 0.19 0.35
H 2.60038 -2.08404 0.58081 -0.25 -0.05 -0.08
```
Positions in Å, forces in eV/Å.

=====

This record from OMol25 describes one molecule with the formula C4H10N2O. The level of theory is ωB97M-V/def2-TZVPD.

Results
- Lowest unoccupied orbital energy: 0.65 eV
- SMILES: CC(C)C(=O)NN
- Energy above the lowest of the compared OMol25 structures with the same formula, charge and spin: 602.9 kJ/mol

Geometry as XYZ:
```
17
Properties=species:S:1:pos:R:3:forces:R:3
C 2.10316 -0.27704 0.59006 -5.80 7.62 14.41
H -2.48325 0.23335 1.46462 0.89 3.38 -3.68
H -2.08503 -1.23723 -0.52736 0.75 3.38 1.32
C 0.83334 1.52173 -0.69595 5.50 0.59 -0.25
O 0.11978 -1.78814 -0.46880 -0.07 -3.53 -1.29
H -2.47426 1.32226 -0.06057 -4.27 4.21 -3.55
C 0.75577 0.38077 0.30038 -1.55 -0.92 2.57
H 2.37479 -0.54475 -0.15652 6.00 -7.19 -15.91
H 2.78447 0.54591 0.76102 0.29 0.38 0.75
N -1.51923 -0.28052 -0.14709 -2.03 -6.88 -4.58
H 2.14004 -0.94826 1.42402 -0.14 -0.51 0.08
H 0.22916 0.63470 1.31466 1.23 0.45 -1.69
H -0.07049 1.96626 -0.80260 -2.76 1.27 -0.82
N -2.02086 0.75415 0.47058 1.58 -5.25 9.69
H 1.60374 2.47370 -0.38869 -1.96 -2.79 -0.47
H 1.29813 1.13025 -1.69920 -1.16 0.74 1.69
C -0.27475 -0.72319 -0.16841 3.51 5.06 1.72
```
Positions in Å, forces in eV/Å.

=====

This record from OMol25 describes one molecule with the formula C4H10N2O. The level of theory is ωB97M-V/def2-TZVPD.

Results
- Lowest unoccupied orbital energy: 0.95 eV
- SMILES: CCNCC(N)=O
- Energy above the lowest of the compared OMol25 structures with the same formula, charge and spin: 82.9 kJ/mol

Geometry as XYZ:
```
17
Properties=species:S:1:pos:R:3:forces:R:3
H 0.92395 1.08459 -2.04194 -0.09 0.12 0.32
C -0.33994 0.77045 0.15293 -0.35 -0.03 -0.94
H 2.82010 -1.27373 -1.67227 -0.09 0.03 -0.06
H 1.49906 -1.04335 -2.87717 0.06 -0.26 0.25
C 1.51763 0.47045 -1.35726 0.15 -0.29 -0.46
H -0.99397 1.04496 -0.68283 -0.04 -0.05 0.03
H 2.24655 1.11545 -0.84878 -0.08 0.12 -0.16
C -1.20944 0.11874 1.19475 0.09 0.15 0.75
O -1.36457 0.61025 2.29855 -0.22 0.01 -0.30
N -1.84011 -1.02794 0.80305 0.00 -0.36 0.01
H -2.40580 -1.46490 1.51669 0.18 0.01 0.00
H 2.87754 0.01022 -2.91356 0.27 -0.15 0.05
H 0.05098 1.72022 0.52694 0.26 -0.19 0.31
H 1.26176 -0.36160 0.41037 -0.12 -0.49 -0.07
N 0.64494 -0.18008 -0.38028 0.17 0.62 0.68
C 2.23022 -0.54797 -2.23495 -0.06 0.42 -0.28
H -1.34506 -1.65652 0.18289 -0.13 0.32 -0.12
```
Positions in Å, forces in eV/Å.

=====

This record from OMol25 describes one molecule with the formula C4H10N2O. The level of theory is ωB97M-V/def2-TZVPD.

Results
- Lowest unoccupied orbital energy: 0.84 eV
- SMILES: NCCCC(N)=O
- Energy above the lowest of the compared OMol25 structures with the same formula, charge and spin: 100.9 kJ/mol

Geometry as XYZ:
```
17
Properties=species:S:1:pos:R:3:forces:R:3
H -1.32834 -0.70680 1.61627 0.18 0.16 0.11
H -0.76829 0.60808 -1.09975 -0.28 -0.18 -0.32
H 2.09775 -0.27742 -2.25712 -0.15 0.23 0.35
C -1.34583 0.51339 -0.18629 0.56 -0.70 1.59
C -0.83214 -0.70295 0.64503 0.14 0.30 -1.05
N -1.23909 1.78147 0.49818 0.11 1.19 0.29
N 1.44539 -0.61338 -1.56200 -0.50 -0.02 0.05
H -0.53820 2.40811 0.12906 -0.02 -0.22 -0.22
H -1.12533 1.82592 1.50722 -0.25 -0.69 -0.28
C 0.72193 -0.77560 0.78414 -1.64 -0.68 -0.19
O 2.36461 0.73999 -0.04428 -0.47 0.28 0.16
H -2.37848 0.25032 -0.38546 -0.34 0.33 -0.43
C 1.49060 -0.07345 -0.28706 2.05 0.00 -0.51
H 0.65311 -1.11901 -1.91675 -0.05 -0.12 0.19
H -1.23894 -1.58402 0.14160 0.24 -0.16 -0.05
H 1.04122 -1.81169 0.63028 -0.12 -0.04 0.47
H 0.98004 -0.46297 1.78693 0.55 0.32 -0.16
```
Positions in Å, forces in eV/Å.

=====

| no. | largest force on an atom (eV/A) | calculated total energy (eV) |
| --- | --- | --- |
| 1 | 3.4 | -7287.879 |
| 2 | 5.6 | -7285.929 |
| 3 | 2.5 | -7279.927 |
| 4 | 2.6 | -9335.276 |
| 5 | 18.5 | -9332.739 |
| 6 | 1.0 | -9338.129 |
| 7 | 2.1 | -9337.942 |